A 8-piece molecular cluster, C49H108F5N7O7S3 overall at a distorted geometry. Source: the OMol25 dataset; level of theory: the ωB97M-V functional and the def2-TZVPD basis.

Last column: Löwdin spin population.
CARTESIAN COORDINATES (ANGSTROEM)
C -2.830 24.981 16.332  0.000
C -2.715 26.396 15.664  0.001
C -1.873 27.339 16.488  0.001
N -2.102 28.839 16.110  0.001
C -3.466 29.428 16.562  0.002
C -0.994 29.718 16.682  0.002
C 0.239 29.594 15.729  0.021
C -0.295 29.107 14.381  0.022
C -1.797 29.215 14.617  0.008
H -1.902 24.569 16.730  0.000
H -3.272 24.226 15.683  0.000
H -3.550 25.107 17.141  0.000
H -3.732 26.789 15.649  0.000
H -2.294 26.185 14.681  0.000
H -0.820 27.124 16.669  0.000
H -2.302 27.307 17.489  0.000
H -3.514 30.487 16.310  0.000
H -3.623 29.312 17.634  0.000
H -4.311 29.054 15.984  0.001
H -1.332 30.717 16.958  0.001
H -0.765 29.286 17.656  0.000
H 0.428 30.665 15.648  0.014
H 1.150 29.163 16.146  0.001
H 0.182 29.777 13.665  0.025
H 0.054 28.086 14.226  0.001
H -2.248 30.199 14.498  0.003
H -2.232 28.535 13.885  0.005
C 0.326 34.533 15.265  0.025
C 1.433 35.276 14.502  0.026
C 1.126 35.258 12.963  0.072
N 2.124 36.094 12.131  0.002
C 1.776 37.623 12.268  0.012
C 1.917 35.769 10.633  0.052
C 3.192 36.116 9.951  0.014
C 4.274 36.133 10.986  0.008
C 3.627 35.752 12.373  0.031
H 0.486 34.678 16.333  0.002
H 0.266 33.467 15.046  0.020
H -0.542 35.153 15.044  0.002
H 2.374 34.785 14.751  0.016
H 1.539 36.247 14.986  0.001
H 0.185 35.660 12.589  0.012
H 1.162 34.211 12.662  0.070
H 2.631 37.990 12.836  0.002
H 1.042 37.818 13.050  0.003
H 1.889 38.276 11.403  0.001
H 0.982 36.269 10.382  0.010
H 1.964 34.680 10.663  0.051
H 3.149 37.038 9.371  0.001
H 3.317 35.267 9.279  0.010
H 4.623 37.163 11.046  0.001
H 5.120 35.568 10.593  0.003
H 4.024 36.236 13.265  0.003
H 3.715 34.683 12.567  0.039
C -11.954 34.096 18.291  0.000
C -11.370 35.273 17.625  0.000
C -10.094 35.720 18.475  0.000
N -9.406 37.044 17.974  0.000
C -10.371 38.239 17.724  0.000
C -8.549 36.714 16.757  0.000
C -7.227 36.180 17.225  0.000
C -6.966 36.782 18.703  0.000
C -8.331 37.498 19.007  0.000
H -12.532 34.396 19.165  0.000
H -11.370 33.257 18.669  0.000
H -12.620 33.682 17.533  0.000
H -12.112 36.067 17.544  0.000
H -11.091 34.899 16.640  0.000
H -9.304 34.972 18.538  0.000
H -10.442 36.119 19.428  0.000
H -9.851 39.094 17.292  0.000
H -10.868 38.295 18.692  0.000
H -11.094 37.797 17.038  0.000
H -8.563 37.688 16.267  0.000
H -9.104 36.035 16.109  0.000
H -6.488 36.641 16.570  0.000
H -7.000 35.115 17.181  0.000
H -6.218 37.572 18.645  0.000
H -6.569 36.072 19.429  0.000
H -8.139 38.570 18.982  0.000
H -8.497 37.407 20.081  0.000
C -6.771 26.398 16.571  0.000
C -7.765 27.517 16.609  0.000
C -7.470 28.617 17.670  0.000
N -7.942 30.048 17.264  0.000
C -7.006 30.674 16.203  0.001
C -9.412 30.120 16.797  0.000
C -9.981 31.272 17.637  0.000
C -9.226 31.230 18.983  0.000
C -7.824 31.007 18.518  0.000
H -5.828 26.916 16.398  0.000
H -6.793 25.801 15.659  0.000
H -6.729 25.732 17.433  0.000
H -8.722 27.023 16.774  0.000
H -7.760 27.794 15.555  0.000
H -6.450 28.939 17.878  0.000
H -7.832 28.305 18.650  0.000
H -6.041 30.989 16.601  0.000
H -7.487 31.488 15.661  0.000
H -6.796 29.965 15.402  0.002
H -9.524 29.941 15.728  0.000
H -9.734 29.189 17.264  0.000
H -9.849 32.203 17.085  0.000
H -11.068 31.227 17.693  0.000
H -9.347 32.189 19.486  0.000
H -9.525 30.452 19.685  0.000
H -7.470 31.995 18.225  0.000
H -7.141 30.531 19.221  0.000
C 1.035 36.884 18.478  0.000
C 2.467 36.428 18.881  0.001
C 3.475 37.621 18.874  0.000
N 4.967 37.226 18.756  0.000
C 5.328 36.440 20.030  0.000
C 5.961 38.365 18.546  0.000
C 7.180 37.912 17.812  0.000
C 6.859 36.480 17.429  0.001
C 5.348 36.283 17.562  0.003
H 0.477 35.990 18.202  0.000
H 1.057 37.714 17.772  0.000
H 0.709 37.193 19.471  0.000
H 2.743 35.560 18.281  0.001
H 2.412 35.930 19.849  0.000
H 3.406 38.376 19.657  0.000
H 3.428 38.078 17.886  0.000
H 4.752 35.515 20.022  0.000
H 5.036 36.911 20.968  0.000
H 6.409 36.313 20.076  0.000
H 6.183 38.746 19.542  0.000
H 5.389 39.027 17.895  0.000
H 8.089 37.944 18.411  0.000
H 7.346 38.669 17.046  0.000
H 7.441 35.818 18.071  0.000
H 7.145 36.135 16.436  0.001
H 5.114 35.245 17.795  0.002
H 4.699 36.622 16.755  0.001
C -6.777 33.008 12.203  0.001
C -5.359 33.516 12.069  0.002
C -4.631 32.979 10.789  0.005
N -3.089 33.051 10.752  0.002
C -2.734 34.530 10.578  0.027
C -2.347 32.586 12.004  0.026
C -1.088 31.726 11.477  0.084
C -1.091 31.782 9.855  0.050
C -2.629 32.219 9.577  0.011
H -6.995 31.943 12.118  0.001
H -7.430 33.498 11.481  0.000
H -7.116 33.167 13.226  0.000
H -4.784 33.248 12.955  0.000
H -5.408 34.602 12.155  0.000
H -5.056 33.464 9.910  0.001
H -4.768 31.898 10.775  0.004
H -3.152 34.811 9.611  0.003
H -1.681 34.750 10.404  0.017
H -3.299 35.077 11.333  0.003
H -1.845 33.466 12.408  0.013
H -2.945 32.270 12.858  0.003
H -0.146 32.063 11.908  0.078
H -1.199 30.740 11.928  0.006
H -0.340 32.518 9.570  0.029
H -0.733 30.858 9.400  0.006
H -2.755 32.593 8.561  0.003
H -3.302 31.362 9.594  0.003
C -2.780 34.961 17.543  0.000
F -1.859 35.593 16.866  0.001
F -2.191 34.232 18.555  0.000
F -3.521 35.926 18.186  0.000
S -3.958 33.804 16.434  0.003
O -5.024 33.324 17.288  0.000
O -4.390 34.692 15.319  0.001
O -3.041 32.692 16.034  0.003
N -3.359 39.074 21.953  0.000
S -1.695 39.110 22.352  0.000
O -0.799 39.565 21.304  0.000
O -1.261 38.064 23.201  0.000
F -1.832 40.354 23.457  0.000
S -3.190 38.051 20.957  0.000
O -2.724 36.770 21.510  0.000
O -2.781 38.372 19.618  0.000
F -4.740 37.603 20.842  0.000

Output
Gap between HOMO and LUMO (alpha / beta) = 2.30 / 6.70 eV
Maximum force = 11.20 eV/Å
Net charge = +3
LUMO energy (alpha / beta) = -5.33 / -5.43 eV
HOMO energy (alpha / beta) = -7.628 / -12.132 eV
Multiplicity = 2
Total energy = -4534.323714 hartree